# 1
This record from OMol25 describes a molecular structure, C41H42AlIN5. The level of theory is the ωB97M-V functional and the def2-TZVPD basis.

```
90
Properties=species:S:1:pos:R:3:forces:R:3:lowdin_charge:R:1
Al -0.311 0.159 1.464 0.264 0.263 -0.059 0.24
C -5.076 -2.653 3.669 -0.062 0.065 -0.019 -0.07
C -3.760 -2.977 3.401 0.107 0.000 -0.020 -0.06
C -2.872 -2.003 2.957 0.162 0.023 0.012 -0.01
C -3.297 -0.693 2.786 0.175 0.101 -0.151 -0.20
C -4.629 -0.364 3.056 0.147 0.125 -0.103 -0.03
C -5.506 -1.340 3.493 0.042 -0.018 0.006 -0.07
N -2.332 0.306 2.312 -0.464 -0.610 0.269 0.04
N -2.776 1.466 2.351 -0.118 0.258 0.026 0.11
C -1.914 2.496 1.914 -0.133 0.197 0.042 -0.29
C -2.460 3.782 1.956 -0.108 -0.113 0.057 -0.02
C -1.680 4.846 1.548 0.079 0.041 -0.025 -0.08
C -0.381 4.594 1.112 0.011 0.002 -0.006 -0.07
C 0.131 3.296 1.085 0.192 0.065 -0.044 -0.09
C -0.618 2.197 1.492 -0.252 -0.378 0.107 -0.10
H -5.768 -3.413 4.009 0.023 0.045 -0.007 0.11
H -3.409 -3.994 3.530 0.004 0.050 -0.011 0.11
H -1.846 -2.268 2.750 -0.135 0.021 0.015 0.07
H -4.970 0.651 2.919 -0.003 0.046 0.001 0.10
H -6.534 -1.075 3.699 -0.010 0.009 -0.006 0.11
H -3.480 3.919 2.304 0.108 -0.014 -0.037 0.12
H -2.068 5.859 1.567 0.036 -0.108 -0.007 0.11
H 0.240 5.423 0.787 -0.033 -0.065 0.025 0.11
H 1.151 3.161 0.729 -0.121 0.038 0.035 0.09
C 4.734 1.790 -3.253 0.000 0.042 -0.067 -0.03
C 4.852 0.569 -2.324 -0.023 0.016 0.015 -0.56
C 6.189 0.631 -1.581 0.022 0.037 0.037 -0.06
C 4.815 -0.719 -3.160 -0.004 -0.096 -0.026 -0.04
C 3.669 0.592 -1.363 0.129 0.033 -0.034 -0.13
C 3.786 0.918 -0.016 0.054 0.009 0.020 0.04
C 2.669 0.880 0.797 -0.189 -0.075 -0.129 -0.07
N 1.453 0.544 0.355 0.193 -0.019 -0.145 0.10
C 1.306 0.339 -0.968 -0.405 0.020 0.236 -0.13
C 2.382 0.333 -1.827 0.024 -0.017 -0.301 0.07
C -0.107 0.196 -1.440 0.081 0.111 0.357 -0.16
C -0.437 0.116 -2.780 0.105 -0.024 -0.200 0.07
C -1.763 0.021 -3.179 -0.022 -0.005 -0.093 -0.13
C -2.723 0.022 -2.169 -0.131 -0.008 -0.006 0.03
C -2.334 0.108 -0.853 0.312 0.042 0.158 -0.04
N -1.046 0.198 -0.481 -0.134 -0.003 -0.216 0.07
C -2.177 -0.083 -4.641 -0.019 -0.024 0.031 -0.56
C -0.969 -0.034 -5.575 0.083 0.004 -0.079 -0.06
C -3.115 1.088 -4.976 -0.034 0.052 -0.002 -0.03
C -2.915 -1.416 -4.851 -0.019 -0.041 0.012 -0.03
H 5.589 1.819 -3.936 -0.117 -0.009 0.079 0.10
H 4.723 2.722 -2.679 0.005 -0.091 -0.061 0.09
H 3.820 1.747 -3.855 0.117 0.013 0.077 0.09
H 7.004 0.510 -2.298 -0.056 0.024 0.060 0.09
H 6.276 -0.168 -0.838 -0.002 0.060 -0.077 0.10
H 6.336 1.593 -1.080 -0.025 -0.099 -0.036 0.09
H 5.680 -0.742 -3.829 -0.094 -0.001 0.064 0.09
H 3.918 -0.785 -3.784 0.124 0.004 0.080 0.08
H 4.855 -1.607 -2.521 -0.001 0.105 -0.080 0.10
H 4.737 1.191 0.420 -0.043 -0.029 -0.023 0.12
H 2.753 1.133 1.848 0.000 0.014 -0.146 0.11
H 2.223 0.127 -2.880 0.049 0.047 0.175 0.11
H 0.349 0.130 -3.522 -0.109 0.000 0.083 0.10
H -3.780 -0.047 -2.396 0.102 0.002 0.015 0.12
H -3.073 0.096 -0.061 0.083 -0.006 -0.005 0.12
H -0.415 0.906 -5.477 -0.068 -0.109 -0.022 0.09
H -1.315 -0.106 -6.609 0.037 0.006 0.055 0.09
H -0.283 -0.871 -5.399 -0.091 0.102 -0.027 0.09
H -2.620 2.050 -4.810 -0.052 -0.103 -0.021 0.10
H -4.028 1.066 -4.374 0.111 0.000 -0.071 0.08
H -3.408 1.032 -6.028 0.017 0.008 0.096 0.09
H -2.270 -2.266 -4.604 -0.066 0.090 -0.028 0.10
H -3.215 -1.507 -5.898 0.023 0.007 0.099 0.09
H -3.817 -1.483 -4.236 0.094 0.012 -0.062 0.08
C 0.084 -4.752 1.112 -0.029 -0.065 -0.063 -0.09
C -0.362 -3.971 0.056 0.020 0.078 0.057 -0.08
C -0.421 -2.583 0.181 0.116 -0.080 -0.077 -0.11
C -0.045 -1.887 1.347 -0.157 -0.079 -0.006 -0.17
C 0.385 -2.733 2.390 -0.025 0.023 -0.141 -0.15
C 0.457 -4.118 2.287 0.028 0.004 -0.005 -0.09
H 0.127 -5.834 1.026 0.000 0.174 0.004 0.11
H -0.678 -4.440 -0.870 0.025 0.042 0.055 0.10
H -0.789 -2.050 -0.690 0.023 -0.154 0.130 0.08
H 0.621 -2.332 3.363 0.118 0.212 0.189 0.08
H 0.797 -4.703 3.136 -0.032 0.062 -0.053 0.11
I 4.407 -0.825 4.963 0.052 -0.014 0.001 0.94
C 2.502 -0.020 4.791 0.115 -0.050 0.048 -0.71
C 1.901 0.654 5.838 -0.079 0.107 0.133 -0.10
C 0.630 1.174 5.643 0.063 0.043 0.144 -0.02
C 0.011 1.011 4.422 0.061 -0.199 -0.363 -0.07
N 0.584 0.341 3.406 0.447 -0.124 0.264 0.06
C 1.818 -0.166 3.603 -0.611 0.126 -0.073 -0.23
H 2.413 0.778 6.785 -0.040 -0.010 -0.054 0.11
H 0.124 1.714 6.433 0.026 -0.035 -0.041 0.12
H -0.969 1.431 4.242 0.027 -0.036 -0.053 0.11
H 2.263 -0.698 2.775 -0.116 -0.164 0.014 0.09
```
Positions in Å, forces in eV/Å.

Results
- relative energy (zero: lowest compared OMol25 entry of this formula, charge and spin) (eV) = 0.000
- maximum force (eV Å⁻¹) = 0.812
- LUMO level (eV) = -3.055
- charge = +1

=====

# 2
This record from OMol25 describes 2 unconnected molecules or ions with the total composition H5NOSi in a non-equilibrium geometry. The level of theory is the ωB97M-V functional and the def2-TZVPD basis.

```
8
Properties=species:S:1:pos:R:3:forces:R:3:nbo_charge:R:1
N 1.128 -1.398 0.364 -0.415 -5.774 3.316 -0.78
O -2.331 0.385 -0.307 0.353 -0.374 0.529 -0.94
Si 1.234 0.180 0.076 1.228 7.859 -3.709 0.81
H 1.587 -1.515 1.296 -0.200 -0.836 -0.685 0.33
H -1.974 0.376 -1.209 0.174 -0.203 0.625 0.48
H -1.722 -0.104 0.297 -0.632 0.562 -1.140 0.47
H 0.650 0.557 -1.232 -0.094 -0.373 0.127 -0.21
H 1.428 1.520 0.716 -0.415 -0.862 0.937 -0.15
```
Positions in Å, forces in eV/Å.

Results
- expectation value of S² = 2.005
- relative energy (zero: lowest compared OMol25 entry of this formula, charge and spin) (eV) = 1.189
- multiplicity = 3
- maximum force (eV Å⁻¹) = 8.777
- LUMO level (spin up / spin down) (eV) = 0.203 / -3.571

=====

# 3
This record from OMol25 describes 2 unconnected molecules or ions with the total composition C3H8Br in a non-equilibrium geometry. The level of theory is the ωB97M-V functional and the def2-TZVPD basis.

```
12
Properties=species:S:1:pos:R:3:forces:R:3:nbo_charge:R:1
Br -2.000 2.161 -2.297 -0.017 0.030 -0.059 -0.03
H -0.100 -0.215 -1.324 0.545 -0.948 0.449 0.20
C -0.129 -0.482 -0.244 -0.141 0.637 -0.209 -0.41
H -0.948 -1.175 -0.085 -0.230 -0.165 -0.193 0.20
C 1.128 -1.069 0.381 0.427 -0.013 -0.229 -0.61
C -0.500 0.846 0.378 -0.178 0.604 0.115 -0.58
H 1.378 -2.040 -0.049 0.046 0.070 -0.035 0.21
H 1.989 -0.402 0.251 -0.122 -0.128 -0.062 0.20
H 1.021 -1.223 1.464 -0.211 0.106 -0.234 0.20
H -1.364 1.254 -0.184 0.091 -0.004 0.436 0.19
H -0.785 0.756 1.430 0.018 0.126 -0.092 0.21
H 0.310 1.589 0.279 -0.230 -0.316 0.112 0.20
```
Positions in Å, forces in eV/Å.

Results
- expectation value of S² = 0.753
- relative energy (zero: lowest compared OMol25 entry of this formula, charge and spin) (eV) = 0.000
- multiplicity = 2
- maximum force (eV Å⁻¹) = 1.182
- LUMO level (spin up / spin down) (eV) = 1.184 / -3.490

=====

# 4
This record from OMol25 describes a single CH4BCl molecule in a non-equilibrium geometry. The level of theory is the ωB97M-V functional and the def2-TZVPD basis.

```
7
Properties=species:S:1:pos:R:3:forces:R:3:nbo_charge:R:1
B -0.831 0.992 -0.845 -1.609 -2.191 -0.655 0.18
C 0.877 -0.789 1.411 -0.234 -1.602 -0.209 -0.73
Cl 0.317 0.590 0.288 2.718 0.795 1.574 0.27
H -1.633 0.184 -1.170 -0.072 0.239 -0.128 -0.04
H -0.583 2.016 -1.202 -0.137 1.993 -0.762 -0.04
H 0.658 -1.657 0.711 0.618 0.769 1.006 0.17
H 1.988 -0.572 1.532 -1.285 -0.003 -0.825 0.19
```
Positions in Å, forces in eV/Å.

Results
- relative energy (zero: lowest compared OMol25 entry of this formula, charge and spin) (eV) = 5.320
- maximum force (eV Å⁻¹) = 3.240
- LUMO level (eV) = -0.174

=====

# 5
This record from OMol25 describes 2 unconnected molecules or ions with the total composition CHF4P in a non-equilibrium geometry. The level of theory is the ωB97M-V functional and the def2-TZVPD basis.

```
7
Properties=species:S:1:pos:R:3:forces:R:3:nbo_charge:R:1
C 1.034 -0.346 -0.102 -2.276 -0.184 1.446 0.90
F 1.640 -0.665 -1.212 0.203 -0.137 0.008 -0.31
F 0.838 -1.499 0.689 0.843 2.048 -1.196 -0.36
F 1.748 0.600 0.563 -0.920 -1.436 -0.628 -0.33
F -1.781 1.834 -0.338 0.152 -1.906 -0.457 -0.59
P -1.687 0.179 -0.559 1.896 1.450 2.816 0.75
H -1.792 -0.102 0.959 0.102 0.164 -1.988 -0.06
```
Positions in Å, forces in eV/Å.

Results
- relative energy (zero: lowest compared OMol25 entry of this formula, charge and spin) (eV) = 2.384
- maximum force (eV Å⁻¹) = 3.692
- LUMO level (spin up / spin down) (eV) = -1.358 / -1.209

=====

Question: What is the relative energy (zero: lowest compared OMol25 entry of this formula, charge and spin) in the second record?
Answer: 1.189 eV

=====

Question: Number 3 is which compound?
Answer: C3H8Br